Density functional theory data (ωB97M-V/def2-TZVPD) for 2 unconnected molecules or ions with the total composition NO5S.

```
7
Properties=species:S:1:pos:R:3:forces:R:3:lowdin_charge:R:1
N 1.746 0.030 0.044 -1.0 0.0 -0.1 -0.337
O -1.725 1.378 0.190 0.7 -0.7 -0.1 -0.350
O 2.278 1.133 0.057 0.0 -0.8 0.0 -0.100
O 2.338 -1.038 -0.058 0.0 0.8 0.1 -0.098
O -1.627 -0.568 -1.335 0.6 0.3 0.6 -0.350
O -1.627 -0.912 1.113 0.6 0.4 -0.5 -0.351
S -1.384 -0.023 -0.010 -0.9 0.0 0.1 0.587
```
Positions in Å, forces in eV/Å.

For the relative energy (zero: lowest compared OMol25 entry of this formula, charge and spin), the calculation gives 36.8 kcal per mole. As for the HOMO-LUMO gap (spin up / spin down): 7.627 / 5.576 eV. As for the maximum force: 0.020 Eh/bohr. The value obtained for the molar mass is 126.069 g mol⁻¹. The total charge is -1.